Entry 1:
{"formula": "C32H41CaN7O5S", "method": "ωB97M-V/def2-TZVPD", "fmax_ev_per_a": 3.77, "molar_mass_da": 675.87, "spin_multiplicity": 1, "homo_lumo_gap_ev": [3.0, 2.8], "total_charge": -2, "e_tot_ha": -3079.180435, "de_lowest_kcal_mol": 0.00, "symbols": ["Ca", "C", "O", "C", "C", "C", "C", "C", "C", "O", "C", "O", "C", "H", "H", "H", "H", "H", "H", "H", "H", "H", "N", "C", "C", "C", "C", "C", "C", "S", "N", "C", "C", "C", "C", "C", "C", "N", "H", "H", "H", "H", "H", "H", "H", "H", "H", "C", "C", "N", "O", "C", "C", "N", "O", "H", "H", "H", "H", "H", "H", "H", "C", "H", "H", "C", "C", "N", "C", "C", "C", "C", "N", "H", "H", "H", "H", "H", "H", "H", "H", "H", "H", "H", "H", "H", "H"], "positions_angstrom": [[0.596, -1.175, -0.585], [6.326, 0.465, -4.494], [6.854, -0.074, -3.311], [5.997, -0.645, -2.431], [6.430, -1.919, -1.862], [5.562, -2.597, -1.016], [4.223, -2.186, -0.785], [3.253, -3.066, -0.137], [3.517, -4.576, 0.137], [2.077, -2.667, 0.207], [3.780, -0.893, -1.342], [2.562, -0.473, -1.218], [4.772, -0.123, -2.000], [7.128, 0.527, -5.250], [5.938, 1.444, -4.357], [5.473, -0.173, -4.858], [7.438, -2.277, -2.102], [5.873, -3.484, -0.493], [4.260, -5.040, -0.436], [2.548, -5.144, -0.070], [3.714, -4.746, 1.233], [4.504, 0.920, -2.316], [-3.014, 0.185, 2.977], [-3.156, 1.333, 3.774], [-2.972, 1.317, 5.183], [-3.231, 2.481, 5.921], [-3.664, 3.669, 5.320], [-3.731, 3.704, 3.978], [-3.656, 2.524, 3.161], [-4.113, 2.629, 1.570], [-1.118, -0.763, 4.055], [-2.048, -0.805, 3.111], [-2.081, -1.938, 2.209], [-3.321, -2.499, 1.947], [-3.405, -3.750, 1.304], [-2.269, -4.336, 0.802], [-1.029, -3.637, 1.034], [-0.950, -2.405, 1.587], [-3.285, 0.362, 1.989], [-2.636, 0.494, 5.745], [-3.063, 2.545, 6.993], [-3.882, 4.528, 5.942], [-3.983, 4.609, 3.463], [-4.334, -2.061, 2.211], [-4.370, -4.191, 1.145], [-2.320, -5.306, 0.333], [-0.065, -4.059, 0.638], [-3.684, -2.250, -2.689], [-2.240, -2.019, -2.417], [-1.776, -1.146, -1.523], [-2.845, -0.298, -1.096], [-1.160, -2.793, -3.004], [-1.459, -3.788, -4.050], [0.080, -2.518, -2.687], [1.005, -3.299, -3.020], [-4.094, -1.637, -3.399], [-4.202, -2.158, -1.743], [-3.872, -3.316, -2.995], [-2.454, 0.422, -0.605], [-2.206, -4.567, -3.833], [-0.504, -4.287, -4.247], [-1.859, -3.367, -4.987], [-0.083, -1.502, 4.135], [0.091, -2.475, 3.612], [0.744, -1.070, 4.738], [-0.766, 5.520, -1.499], [0.537, 4.858, -1.030], [0.288, 3.593, -0.314], [0.011, 3.558, 1.109], [0.033, 4.882, 1.849], [0.112, 2.388, -0.939], [0.021, 2.327, -2.416], [0.000, 1.262, -0.263], [-0.516, 6.580, -1.630], [-1.494, 5.351, -0.714], [-1.115, 5.092, -2.464], [1.183, 5.552, -0.438], [1.149, 4.589, -1.896], [0.769, 2.924, 1.583], [-0.998, 3.062, 1.258], [-0.904, 5.368, 1.733], [0.887, 5.542, 1.574], [0.133, 4.621, 2.894], [-0.961, 2.754, -2.718], [0.173, 1.267, -2.708], [0.843, 2.916, -2.831], [0.005, 1.329, 0.762]], "forces_ev_per_a": [[-1.3, -0.1, 0.0], [-0.8, -1.1, -0.9], [0.6, 0.1, 0.2], [-1.0, -2.1, 2.0], [-0.4, 1.0, -0.2], [-0.3, 0.6, -0.5], [-0.4, 0.5, -0.4], [-2.5, 0.3, 0.7], [-2.3, 0.5, 1.4], [3.4, -1.5, -0.7], [-1.2, -0.9, 1.3], [2.2, 0.2, -0.6], [0.9, 1.4, -1.8], [-0.3, -0.3, 0.4], [-0.4, 1.1, 0.3], [0.9, 0.5, 0.1], [-0.5, 0.1, 0.2], [0.3, -0.4, -0.2], [1.3, -0.4, -0.8], [1.1, 1.0, 0.2], [-0.1, 0.3, -1.0], [0.0, -1.2, 0.2], [-1.3, 1.4, -0.5], [-0.4, -0.8, 0.3], [-0.4, 2.1, -0.4], [-0.2, 0.0, 0.1], [0.9, -0.6, 1.6], [-0.7, -1.1, -2.0], [1.2, 0.8, 2.8], [-0.4, -0.1, -2.9], [-0.5, 2.5, -1.2], [1.3, -2.3, -0.2], [-0.8, 2.2, 0.5], [-2.8, -2.1, -1.3], [-0.3, 2.3, 0.4], [2.6, 0.2, 0.6], [-0.9, -0.1, -1.1], [0.2, -1.9, -0.2], [0.2, 0.2, 1.0], [0.4, -1.1, 0.0], [0.0, -0.5, 0.0], [0.1, 0.2, 0.0], [-0.3, 0.4, -0.3], [1.8, -0.2, 0.2], [-0.4, -0.2, 0.0], [0.3, -0.1, -0.1], [-1.0, 0.5, 0.3], [0.7, -2.9, 1.7], [2.6, 1.7, 2.0], [-2.4, -0.2, -1.2], [-0.1, -0.9, -0.5], [-1.1, -0.1, -0.8], [-0.1, -1.3, -0.8], [-0.8, 0.7, 1.6], [1.4, -0.7, -0.8], [-1.0, 1.8, -1.7], [-0.2, 0.4, 0.1], [0.4, 1.0, 0.0], [0.6, 0.3, 0.5], [0.2, 0.1, 0.5], [-0.2, 0.0, -0.2], [0.3, 0.3, 0.1], [2.4, -1.4, 1.0], [0.0, 1.1, 0.2], [-0.5, -0.8, 0.2], [0.9, 0.0, -0.3], [0.2, -0.8, -0.3], [0.0, 0.2, -0.5], [-0.4, -0.4, 0.8], [0.9, -0.2, -0.3], [0.2, -1.1, 2.1], [0.2, -0.3, -0.3], [-0.1, 0.6, -0.6], [-0.6, 0.0, -0.1], [-0.4, 0.3, -0.1], [0.1, 0.3, 0.7], [-0.8, -0.7, -0.2], [0.0, 0.2, 0.1], [-0.1, -0.1, 0.0], [0.9, 0.5, 0.0], [-0.7, 0.8, -0.1], [-0.6, -0.4, 0.2], [0.0, 0.1, 0.3], [0.7, -0.5, -0.1], [-0.5, 0.8, 0.0], [-0.2, 0.0, -0.3], [0.0, 0.4, -0.6]]}


Entry 2:
{"formula": "C4H9ClN3O", "method": "ωB97M-V/def2-TZVPD", "fmax_ev_per_a": 3.86, "molar_mass_da": 150.59, "spin_multiplicity": 1, "homo_lumo_gap_ev": 8.7, "total_charge": 1, "e_tot_ha": -857.179611, "de_lowest_kcal_mol": 16.14, "symbols": ["C", "C", "C", "C", "N", "N", "N", "O", "Cl", "H", "H", "H", "H", "H", "H", "H", "H", "H"], "positions_angstrom": [[0.388, -2.335, 0.100], [0.130, 1.745, -0.652], [0.372, 1.860, 0.760], [-0.955, -2.296, 0.696], [0.968, -1.386, -0.533], [1.495, -0.711, -1.297], [-0.848, 0.993, -1.028], [0.894, 2.272, -1.614], [-1.548, -0.696, 1.363], [0.917, -3.153, 0.620], [0.288, 0.890, 1.137], [-0.310, 2.535, 1.453], [1.461, 2.067, 0.945], [-0.929, -2.839, 1.582], [-1.723, -2.578, 0.003], [-0.973, 0.803, -1.984], [-1.433, 0.506, -0.271], [1.807, 2.322, -1.279]], "forces_ev_per_a": [[0.4, -0.8, 1.9], [-0.2, 0.1, -1.8], [1.6, 2.4, 2.6], [-0.7, 1.8, -1.0], [0.9, -0.2, -2.2], [-0.6, -0.4, 1.6], [-0.9, 0.2, 1.7], [-0.6, -0.8, 1.2], [-0.2, -0.2, 0.2], [0.8, 0.8, -1.0], [-0.4, -1.5, 0.8], [1.3, -1.1, -2.0], [-1.0, 0.5, -0.1], [-0.3, -1.4, 1.1], [-0.5, -0.4, -0.1], [-0.4, -0.3, -1.4], [0.8, 0.8, -1.4], [-0.1, 0.5, -0.2]]}